Entry from OMol25: 18 unconnected molecules or ions with the total composition C48H132O18 in a non-equilibrium geometry (the ωB97M-V functional and the def2-TZVPD basis).

Computed properties:
DFT total energy: -3262.0354 Ha
Kohn-Sham gap: 9.62 eV
Highest occupied orbital energy: -9.299 eV
Net charge: 0

```
198
Properties=species:S:1:pos:R:3:mulliken_charge:R:1
C 0.842 -6.259 -4.374 -0.95
C 0.814 -6.409 -2.854 -0.21
O -0.062 -5.487 -2.273 -0.44
H 1.323 -5.345 -4.721 0.11
H -0.220 -6.334 -4.611 0.26
H 1.426 -7.086 -4.777 0.36
H 1.840 -6.300 -2.503 0.23
H 0.481 -7.392 -2.522 0.37
H 0.244 -5.240 -1.397 0.41
C -0.851 5.274 0.314 -0.13
C -0.855 5.738 -1.134 -0.38
O -0.505 4.757 -2.079 -0.48
H 0.164 4.954 0.550 -0.20
H -1.511 4.412 0.419 -0.14
H -1.157 6.016 1.051 0.50
H -0.153 6.559 -1.277 0.39
H -1.823 6.191 -1.349 0.21
H -1.070 3.983 -2.131 0.19
C -3.727 -3.380 -4.865 -0.36
C -4.721 -3.520 -6.007 -0.59
O -6.110 -3.596 -5.577 -0.46
H -3.710 -4.388 -4.450 0.23
H -4.010 -2.625 -4.131 -0.09
H -2.767 -3.140 -5.322 0.28
H -4.564 -4.436 -6.576 0.45
H -4.444 -2.741 -6.717 0.31
H -6.598 -4.271 -6.056 0.24
C -7.560 -4.520 -1.180 -0.95
C -6.224 -4.718 -1.777 0.27
O -5.299 -5.596 -1.222 -0.62
H -7.485 -4.478 -0.094 0.33
H -8.213 -5.334 -1.496 0.30
H -7.982 -3.537 -1.390 0.20
H -5.628 -3.824 -1.961 0.06
H -6.275 -5.162 -2.771 0.09
H -4.760 -6.112 -1.826 0.32
C -0.100 -4.477 2.361 -1.22
C 1.108 -4.906 1.524 0.25
O 0.717 -5.617 0.349 -0.55
H 0.255 -3.962 3.254 0.27
H -0.532 -5.380 2.792 0.52
H -0.896 -3.898 1.893 0.31
H 1.811 -5.511 2.095 0.31
H 1.669 -4.022 1.222 -0.21
H 0.034 -6.219 0.653 0.25
C 4.119 2.754 7.552 -1.50
C 4.139 2.454 6.108 0.55
O 5.009 3.390 5.496 -0.53
H 3.669 1.948 8.131 0.39
H 3.477 3.610 7.761 0.34
H 5.114 3.014 7.914 0.30
H 3.186 2.513 5.583 0.15
H 4.541 1.445 6.014 0.09
H 5.464 2.931 4.786 0.32
C 0.515 1.119 1.176 -0.73
C -0.321 0.601 0.015 1.81
C -1.168 -0.748 0.415 -0.73
O -1.342 1.590 -0.194 -0.03
H 0.183 0.956 2.201 0.36
H 0.619 2.204 1.162 -0.05
H 1.543 0.755 1.188 -0.07
H 0.436 0.538 -0.767 -0.64
H -1.922 -0.509 1.166 -0.24
H -0.507 -1.536 0.777 0.20
H -1.694 -1.164 -0.444 0.15
H -1.460 1.782 -1.128 -0.07
C 1.316 -2.077 -4.603 -1.26
C 2.462 -1.606 -3.622 1.14
C 2.981 -2.783 -2.767 -0.73
O 3.444 -1.048 -4.419 -0.63
H 0.499 -2.573 -4.079 0.24
H 1.827 -2.752 -5.290 0.42
H 0.928 -1.272 -5.228 0.18
H 2.149 -0.833 -2.920 -0.30
H 2.924 -3.735 -3.295 0.15
H 2.355 -2.915 -1.884 0.26
H 4.044 -2.688 -2.550 0.07
H 4.252 -1.293 -3.961 0.38
C -4.544 0.386 2.976 -1.30
C -4.845 1.435 2.011 0.57
C -4.814 0.955 0.591 -0.26
O -6.093 1.838 2.309 -0.57
H -3.637 -0.215 2.915 0.32
H -5.277 -0.408 3.119 0.34
H -4.540 0.956 3.905 0.21
H -4.192 2.306 2.067 0.26
H -4.537 1.711 -0.143 -0.56
H -5.683 0.328 0.392 0.46
H -3.943 0.308 0.491 0.09
H -6.161 2.371 3.104 0.37
C -0.995 1.315 -4.940 -1.65
C -2.026 1.006 -3.903 1.21
C -1.756 -0.189 -2.981 -0.17
O -2.118 2.089 -3.034 0.16
H -0.593 0.476 -5.507 0.31
H -0.101 1.676 -4.431 0.27
H -1.275 2.088 -5.656 0.38
H -3.023 0.895 -4.329 -0.12
H -2.477 -0.378 -2.186 0.14
H -0.804 -0.074 -2.462 -0.43
H -1.660 -1.124 -3.533 0.19
H -3.012 2.439 -3.060 -0.13
C -6.228 -0.349 -4.347 -0.88
C -6.753 -1.357 -3.365 1.63
C -7.199 -0.671 -2.054 -0.94
O -7.804 -1.994 -4.081 -0.70
H -5.483 0.251 -3.825 -0.11
H -7.057 0.276 -4.677 0.37
H -5.738 -0.877 -5.164 0.25
H -5.879 -1.962 -3.124 -0.73
H -7.770 -1.406 -1.487 0.34
H -7.691 0.286 -2.232 0.31
H -6.313 -0.296 -1.543 -0.11
H -7.319 -2.482 -4.750 0.55
C -3.161 -0.382 6.498 -1.36
C -2.055 -0.776 7.437 0.31
C -0.707 -0.715 6.712 -1.06
O -2.008 0.046 8.632 -0.58
H -4.091 -0.074 6.976 0.40
H -3.351 -1.104 5.704 0.40
H -2.839 0.521 5.979 0.32
H -2.303 -1.735 7.891 0.30
H -0.638 0.199 6.122 0.28
H -0.758 -1.517 5.975 0.23
H 0.184 -0.788 7.335 0.41
H -2.037 0.943 8.294 0.33
C 6.026 1.731 1.723 -0.20
C 7.185 1.414 2.693 0.70
C 8.499 2.197 2.540 -1.69
O 6.699 1.555 3.987 -0.46
H 6.470 1.821 0.732 0.49
H 5.551 2.645 2.080 -0.07
H 5.316 0.904 1.747 -0.37
H 7.478 0.373 2.563 -0.01
H 8.850 1.975 1.532 0.39
H 9.251 1.914 3.277 0.50
H 8.435 3.257 2.786 0.37
H 7.479 1.686 4.532 0.26
C 6.772 -4.128 -1.401 -1.28
C 6.303 -4.158 0.073 0.43
C 4.873 -3.666 0.372 -0.80
O 6.484 -5.416 0.571 -0.53
H 6.007 -4.598 -2.019 0.30
H 7.806 -4.469 -1.463 0.38
H 6.607 -3.158 -1.870 0.30
H 6.944 -3.458 0.609 0.19
H 4.198 -4.352 -0.139 0.24
H 4.874 -2.665 -0.059 0.17
H 4.494 -3.500 1.380 0.20
H 7.442 -5.474 0.533 0.37
C 2.296 3.045 -1.203 0.64
C 3.431 3.208 -2.247 0.16
C 3.376 4.502 -3.063 -1.34
O 4.588 3.151 -1.639 -0.54
H 2.175 3.951 -0.609 -0.37
H 2.612 2.234 -0.547 0.01
H 1.359 2.955 -1.753 -0.21
H 3.432 2.340 -2.906 0.17
H 3.406 5.421 -2.477 0.31
H 2.389 4.487 -3.527 0.35
H 4.178 4.616 -3.792 0.39
H 4.793 3.994 -1.229 0.35
C -4.171 4.750 -2.837 -1.03
C -4.947 3.505 -2.706 1.34
C -6.440 3.626 -2.243 -1.36
O -4.946 2.800 -3.861 -0.34
H -3.193 4.545 -3.272 0.21
H -4.175 5.155 -1.825 0.34
H -4.567 5.458 -3.565 0.42
H -4.524 2.846 -1.948 -0.80
H -7.025 4.245 -2.923 0.32
H -6.351 4.194 -1.317 0.44
H -6.942 2.747 -1.839 0.25
H -5.126 3.438 -4.555 0.32
C 3.871 5.946 1.382 -1.04
C 3.554 5.989 2.869 0.40
C 2.872 4.781 3.437 -0.57
O 4.810 6.150 3.502 -0.57
H 4.287 4.976 1.109 -0.11
H 4.743 6.501 1.038 0.49
H 3.086 6.186 0.665 0.36
H 3.088 6.968 2.977 0.18
H 1.882 4.658 2.998 0.32
H 2.919 4.738 4.525 0.36
H 3.464 3.907 3.164 -0.10
H 4.653 6.271 4.441 0.31
C 4.438 -1.151 3.851 -1.34
C 3.152 -1.485 3.132 1.09
C 1.893 -0.864 3.740 -1.45
O 3.069 -1.146 1.743 -0.19
H 4.650 -1.757 4.732 0.51
H 4.412 -0.112 4.179 0.19
H 5.267 -1.454 3.212 0.32
H 3.075 -2.572 3.183 -0.10
H 1.895 0.197 3.988 0.25
H 1.691 -1.334 4.703 0.58
H 1.017 -1.074 3.127 0.12
H 3.950 -0.919 1.435 0.01
```

---

Entry from OMol25: a molecular structure, C3H4I2 in a non-equilibrium geometry (the ωB97M-V functional and the def2-TZVPD basis).

Computed properties:
DFT total energy: -712.0353 Ha
Kohn-Sham gap: 9.25 eV
Highest occupied orbital energy: -9.350 eV
Net charge: 0

```
9
Properties=species:S:1:pos:R:3:nbo_charge:R:1
C -0.532 -0.152 0.772 -0.48
C -0.519 0.173 -0.718 -0.46
C 0.740 -0.049 0.064 -0.33
I 1.912 1.807 0.000 0.13
I 1.907 -1.772 0.019 0.20
H -0.971 0.635 1.428 0.24
H -0.985 -1.079 1.090 0.24
H -0.791 -0.651 -1.471 0.22
H -0.761 1.088 -1.184 0.24
```

---

Repeat the second record exactly.
Entry from OMol25: a molecular structure, C3H4I2 in a non-equilibrium geometry (the ωB97M-V functional and the def2-TZVPD basis).

Computed properties:
DFT total energy: -712.0353 Ha
Kohn-Sham gap: 9.25 eV
Highest occupied orbital energy: -9.350 eV
Net charge: 0

```
9
Properties=species:S:1:pos:R:3:nbo_charge:R:1
C -0.532 -0.152 0.772 -0.48
C -0.519 0.173 -0.718 -0.46
C 0.740 -0.049 0.064 -0.33
I 1.912 1.807 0.000 0.13
I 1.907 -1.772 0.019 0.20
H -0.971 0.635 1.428 0.24
H -0.985 -1.079 1.090 0.24
H -0.791 -0.651 -1.471 0.22
H -0.761 1.088 -1.184 0.24
```

---

> Look up the Kohn-Sham gap of the first one.

9.62 eV

---

What did the second record say?
Entry from OMol25: a molecular structure, C3H4I2 in a non-equilibrium geometry (the ωB97M-V functional and the def2-TZVPD basis).

Computed properties:
DFT total energy: -712.0353 Ha
Kohn-Sham gap: 9.25 eV
Highest occupied orbital energy: -9.350 eV
Net charge: 0

```
9
Properties=species:S:1:pos:R:3:nbo_charge:R:1
C -0.532 -0.152 0.772 -0.48
C -0.519 0.173 -0.718 -0.46
C 0.740 -0.049 0.064 -0.33
I 1.912 1.807 0.000 0.13
I 1.907 -1.772 0.019 0.20
H -0.971 0.635 1.428 0.24
H -0.985 -1.079 1.090 0.24
H -0.791 -0.651 -1.471 0.22
H -0.761 1.088 -1.184 0.24
```